Entry 1:
Computed, not measured: 2 unconnected molecules or ions with the total composition C5H12N2O2 in a non-equilibrium geometry, with the ωB97M-V functional and the def2-TZVPD basis.

As for the structure (SMILES): C=N[C@@H](C)O.CC(N)=O. For the relative energy (zero: lowest compared OMol25 entry of this formula, charge and spin), the calculation gives 145.70 kJ/mol. The net charge is 0. The calculation puts the LUMO energy at 0.6 eV. The calculation puts the gap between HOMO and LUMO at 10.087 eV.

Last column: Mulliken charge in e.
Cartesian coordinates (Å):
C  0.6081  1.0415  0.7219  0.77
C  2.0337  0.9567  1.2577  -1.36
C  -1.1591  1.7681  2.0938  -0.31
O  -0.0267  -0.2277  0.7103  -0.63
N  -0.1069  2.0325  1.4669  -0.50
H  0.6357  -0.9595  0.8176  0.28
H  0.6367  1.4220  -0.3129  0.08
H  2.4743  1.9486  1.2700  0.37
H  2.6399  0.3095  0.6272  0.40
H  2.0229  0.5704  2.2755  0.37
H  -1.6437  2.5734  2.6275  0.29
H  -1.6065  0.7751  2.1658  0.21
C  0.3431  -1.5096  -2.0239  -0.76
C  -1.2035  -1.7208  -1.9548  0.52
N  -1.8704  -0.7501  -1.2957  -0.40
O  -1.7379  -2.6301  -2.5422  -0.61
H  -1.3499  -0.1864  -0.5992  0.33
H  -2.8431  -0.9365  -1.1022  0.23
H  0.6751  -1.8637  -2.9948  0.35
H  0.6811  -0.4784  -1.9579  0.23
H  0.7970  -2.1349  -1.2505  0.16


Entry 2:
Computed, not measured: a molecular structure, C26H31N4O2ReS2Si in a non-equilibrium geometry, with the ωB97M-V functional and the def2-TZVPD basis.

The spin multiplicity is 2. For the relative energy (zero: lowest compared OMol25 entry of this formula, charge and spin), the calculation gives 151.28 kJ/mol. The net charge is +1. The calculation puts the LUMO energy (alpha / beta) at -4.1 / -3.8 eV. The expectation value of S² is 0.811. The calculation puts the gap between HOMO and LUMO (alpha / beta) at 6.772 / 7.021 eV.

Last column: Mulliken charge in e.
Cartesian coordinates (Å):
Re  -0.1651  -0.5017  0.3229  0.46
C  -1.9668  -2.1787  2.7785  -1.17
N  -1.4051  -2.4754  1.4555  0.15
C  -2.4147  -3.1654  0.6409  -1.07
C  -0.2042  -3.3114  1.5818  -1.42
C  0.4743  -3.3936  0.2519  1.51
C  1.0631  -4.5684  -0.1751  -0.98
C  1.7181  -4.6114  -1.4014  -0.73
C  1.7749  -3.4792  -2.2034  -1.18
C  1.1683  -2.3070  -1.7806  0.11
C  0.5019  -2.2361  -0.5468  0.64
H  -2.2987  -3.0989  3.2744  0.45
H  -2.8336  -1.5244  2.6642  0.26
H  -1.2272  -1.6859  3.4003  0.35
H  -2.6703  -4.1327  1.0887  0.34
H  -2.0411  -3.3372  -0.3683  0.31
H  -3.3216  -2.5683  0.5970  0.43
H  -0.4519  -4.3118  1.9589  0.55
H  0.4544  -2.8369  2.3149  0.38
H  1.0145  -5.4544  0.4478  0.47
H  2.1798  -5.5335  -1.7319  0.40
H  2.2848  -3.5067  -3.1576  0.51
H  1.2138  -1.4395  -2.4275  0.16
C  2.1017  1.2701  -1.6609  -1.18
Si  0.2608  0.9570  -1.6170  0.74
C  -0.6044  2.6025  -1.4206  -1.33
C  -0.3453  0.2075  -3.2176  0.11
C  -1.3758  -0.7377  -3.2478  0.46
C  -1.8430  -1.2605  -4.4446  -0.78
C  -1.2744  -0.8505  -5.6436  -0.51
C  -0.2508  0.0859  -5.6399  -0.73
C  0.2057  0.6128  -4.4368  -0.31
H  2.3863  1.7899  -2.5804  0.48
H  2.6786  0.3442  -1.6018  0.35
H  2.3826  1.9032  -0.8160  0.21
H  -0.3448  3.2534  -2.2617  0.48
H  -0.3112  3.1053  -0.4965  0.34
H  -1.6927  2.4851  -1.4239  0.27
H  -1.8065  -1.0870  -2.3125  0.01
H  -2.6431  -1.9911  -4.4469  0.43
H  -1.6277  -1.2644  -6.5793  0.40
H  0.1937  0.4059  -6.5741  0.41
H  1.0018  1.3503  -4.4560  0.29
N  3.3994  5.8015  3.6641  -0.46
C  2.8014  4.6096  3.4110  1.20
C  1.5424  4.3121  3.9709  -0.89
C  0.9064  3.1355  3.6733  -0.70
C  1.5272  2.2120  2.8291  -0.24
C  2.7825  2.4752  2.2822  -0.21
C  3.4173  3.6600  2.5804  -0.97
S  0.6244  0.8293  2.3418  1.73
O  1.4803  0.1713  1.2259  -0.67
O  0.3293  -0.0877  3.4084  -0.70
N  -0.6621  1.5283  1.7085  -0.44
C  -1.8951  1.0862  1.3464  0.11
S  -3.3617  1.7989  1.8656  -0.14
C  -4.2431  0.7671  0.8034  -0.59
C  -3.4225  -0.0581  0.1317  -1.28
N  -2.0880  0.1187  0.4533  1.17
H  2.9754  6.4737  4.2754  0.19
H  4.3023  6.0164  3.2846  0.19
H  1.0720  5.0268  4.6356  0.30
H  -0.0665  2.9213  4.0982  0.44
H  3.2635  1.7518  1.6387  0.54
H  4.3962  3.8656  2.1649  0.31
H  -5.3150  0.8400  0.7174  0.50
H  -3.7052  -0.7789  -0.6178  0.54


Entry 3:
Computed, not measured: a molecular structure, C31H35O5Sm in a non-equilibrium geometry, with the ωB97M-V functional and the def2-TZVPD basis.

The spin multiplicity is 6. The net charge is -2. The calculation puts the LUMO energy (alpha / beta) at 4.2 / 4.2 eV. The expectation value of S² is 8.759. The calculation puts the gap between HOMO and LUMO (alpha / beta) at 2.211 / 2.212 eV.

Last column: Mulliken charge in e.
Cartesian coordinates (Å):
C  0.3448  0.0334  -4.3171  3.35
C  0.1035  -0.7374  -2.9827  -0.87
C  -0.1919  1.4695  -4.1292  -1.88
C  -0.9218  1.4968  -2.7397  0.56
H  -0.8986  1.6906  -4.9385  0.27
H  0.6212  2.2064  -4.1911  0.48
C  -1.1256  -0.0807  -2.4415  0.70
H  0.9901  -0.5627  -2.3610  -0.29
H  -0.0189  -1.8118  -3.1669  0.51
C  -1.7872  -0.7486  -1.1835  -1.20
H  -1.9118  -0.2844  -3.1900  0.05
H  -1.9497  1.8868  -2.8715  0.34
C  -0.2532  2.5112  -1.8988  0.39
C  1.8137  -0.0257  -4.7222  -0.70
C  -0.3175  -0.5996  -5.5471  -0.18
O  -0.7410  0.0197  -6.5080  -0.68
O  2.7367  0.2538  -3.9648  -0.64
O  2.0025  -0.3949  -5.9966  -0.25
O  -0.4240  -1.9313  -5.4582  -0.23
C  -0.9676  -2.5431  -6.6322  -0.82
H  -0.9292  -3.6137  -6.4370  0.24
H  -0.3579  -2.2762  -7.4992  0.30
H  -1.9950  -2.2027  -6.7855  0.31
C  3.3676  -0.4920  -6.4154  -0.75
H  3.8716  0.4739  -6.3018  0.27
H  3.3137  -0.7781  -7.4651  0.25
H  3.8949  -1.2560  -5.8323  0.30
O  -1.0285  -1.1713  -0.0895  -0.42
H  -2.2416  -1.6738  -1.5689  0.35
H  -2.6062  -0.0994  -0.8235  0.18
C  -1.0624  3.2406  -0.9087  -1.40
C  1.2054  2.5907  -1.7680  -1.02
H  1.5451  3.5911  -2.0919  0.09
H  1.7879  1.8424  -2.3230  0.08
H  1.5084  2.5141  -0.7044  0.11
H  -0.5752  3.2756  0.0777  0.29
H  -2.0494  2.7765  -0.7737  0.29
H  -1.2353  4.2834  -1.2153  0.17
Sm  -0.4388  -0.5333  1.7667  0.98
C  -2.3703  -0.4881  3.8250  -0.32
C  -3.1000  -0.7002  2.6194  -0.74
C  -2.6901  -1.9652  2.0876  -0.37
H  -3.8772  -0.0444  2.2274  0.41
C  -1.6905  -2.5145  2.9490  -0.64
C  -1.4904  -1.5898  4.0291  -0.45
H  -0.8217  -1.7246  4.8764  0.42
H  -2.4357  0.4024  4.4466  0.41
H  -3.0982  -2.4384  1.1972  0.39
H  -1.2306  -3.4970  2.8558  0.44
C  2.4180  0.0997  1.7097  -0.77
C  2.2053  -0.6865  2.8689  0.14
C  1.6978  -1.9604  2.4696  -0.87
H  2.4094  -0.3766  3.8909  0.27
C  1.6311  -1.9703  1.0332  -0.61
C  2.0590  -0.6813  0.5654  -0.40
H  2.2314  -0.4010  -0.4726  0.41
H  2.8267  1.1080  1.6877  0.37
H  1.4924  -2.8039  3.1265  0.51
H  1.3996  -2.8286  0.4042  0.44
C  -0.1758  1.5075  3.0914  -0.46
C  -0.0609  1.3886  4.3349  -0.16
C  0.0052  1.2822  5.7548  0.48
C  -1.0444  1.7596  6.5688  -0.33
C  -1.1246  1.3417  7.8963  -0.46
C  -0.1187  0.5240  8.4279  -0.37
C  0.9860  0.1511  7.6527  -0.58
C  1.0777  0.5653  6.3265  -0.40
H  -1.7957  2.4381  6.1549  0.45
H  -1.9594  1.6645  8.5229  0.35
H  -0.1733  0.2138  9.4691  0.34
H  1.7888  -0.4469  8.0902  0.36
H  1.9504  0.3316  5.7123  0.25


Which of these has the lowest net charge? C31H35O5Sm


What is the formula in the second record? C26H31N4O2ReS2Si